{
  "formula": "C62H51IKN5O3S2",
  "method": "ωB97M-V/def2-TZVPD",
  "lumo_ev": -0.19,
  "de_lowest_ev": 1.477,
  "largest_force_ev_per_a": 1.7,
  "gap_ha": 0.18909,
  "total_charge": 0,
  "species": ["K", "N", "C", "N", "C", "N", "N", "C", "C", "C", "C", "C", "C", "N", "C", "C", "C", "C", "C", "C", "H", "H", "H", "H", "H", "H", "H", "H", "H", "H", "H", "I", "C", "C", "C", "C", "C", "C", "C", "C", "C", "C", "H", "H", "H", "H", "H", "H", "C", "C", "C", "C", "C", "C", "C", "S", "O", "C", "C", "C", "C", "C", "C", "C", "C", "C", "C", "C", "C", "C", "C", "C", "C", "C", "C", "C", "C", "S", "O", "C", "C", "C", "C", "C", "C", "C", "H", "H", "H", "H", "H", "H", "H", "H", "H", "H", "H", "H", "H", "H", "H", "H", "H", "H", "H", "H", "H", "H", "H", "H", "H", "H", "C", "C", "C", "O", "C", "H", "H", "H", "H", "H", "H", "H", "H"],
  "positions_angstrom": [[0.1715, -0.2762, 0.0018], [4.4548, 2.5754, 0.2018], [3.1596, 2.2086, 0.3534], [2.7488, 1.0386, 0.6656], [3.6841, 0.0156, 0.8456], [3.3798, -1.2079, 1.1034], [2.0963, -1.6196, 1.0189], [1.7335, -2.5982, 1.7500], [0.3976, -3.1828, 1.6503], [0.1283, -4.4197, 2.2383], [-1.1637, -4.9136, 2.1965], [-2.1509, -4.1586, 1.5820], [-1.7786, -2.9584, 0.9889], [-0.5453, -2.4882, 1.0108], [5.1122, 0.3546, 0.7879], [6.1226, -0.5674, 1.0563], [7.4516, -0.1976, 0.9767], [7.7974, 1.1029, 0.6244], [6.8114, 2.0360, 0.3614], [5.4756, 1.6624, 0.4504], [4.6972, 3.5213, -0.0373], [2.4306, 3.0045, 0.2100], [2.4013, -3.0220, 2.5056], [0.9229, -4.9817, 2.7136], [-1.4023, -5.8704, 2.6431], [-3.1794, -4.4897, 1.5573], [-2.5114, -2.3445, 0.4750], [5.8365, -1.5752, 1.3214], [8.2282, -0.9218, 1.1837], [8.8375, 1.3916, 0.5522], [7.0675, 3.0520, 0.0834], [-3.0016, 0.1165, -1.5571], [-2.6166, -1.0458, -3.3061], [-3.4933, -0.9666, -4.3492], [-3.2747, -1.7741, -5.4852], [-2.2117, -2.6317, -5.5263], [-1.3064, -2.7252, -4.4412], [-0.2301, -3.6410, -4.4389], [0.5911, -3.7365, -3.3478], [0.4012, -2.8905, -2.2290], [-0.6048, -1.9502, -2.1786], [-1.4878, -1.8976, -3.2868], [-4.3487, -0.3052, -4.3084], [-3.9719, -1.7182, -6.3122], [-2.0526, -3.2684, -6.3909], [-0.0842, -4.2727, -5.3090], [1.3981, -4.4652, -3.3470], [1.0805, -3.0062, -1.3827], [-5.9117, 6.4355, -2.3841], [-4.9219, 5.6020, -1.6177], [-4.9385, 5.5737, -0.2243], [-4.0654, 4.7646, 0.4827], [-3.1579, 3.9811, -0.2080], [-3.1256, 3.9858, -1.5932], [-4.0033, 4.8010, -2.2905], [-2.0722, 2.8777, 0.7281], [-2.8179, 2.5246, 1.9461], [-0.8565, 4.1697, 1.1709], [-0.3249, 4.9446, 0.1176], [0.6917, 5.8238, 0.3430], [1.2681, 5.9433, 1.6286], [2.3540, 6.8137, 1.8786], [2.9094, 6.8979, 3.1249], [2.4137, 6.1002, 4.1727], [1.3530, 5.2612, 3.9671], [0.7401, 5.1673, 2.6932], [-0.3620, 4.2859, 2.4528], [-0.9456, 3.5652, 3.6274], [-1.7374, 4.2946, 4.5579], [-2.0500, 5.6633, 4.3753], [-2.8129, 6.3321, 5.2909], [-3.3091, 5.6655, 6.4285], [-3.0471, 4.3381, 6.6150], [-2.2570, 3.6159, 5.6906], [-1.9836, 2.2383, 5.8639], [-1.2329, 1.5535, 4.9570], [-0.7056, 2.2269, 3.8456], [0.1661, 1.3268, 2.5458], [-0.4843, 0.0087, 2.4075], [1.6704, 1.0305, 3.4986], [2.6763, 1.9830, 3.5065], [3.8886, 1.6978, 4.1115], [4.1126, 0.4607, 4.7103], [5.4424, 0.1371, 5.3345], [3.0804, -0.4738, 4.7102], [1.8665, -0.1981, 4.1017], [-6.2586, 7.2814, -1.7923], [-6.7824, 5.8272, -2.6392], [-5.4807, 6.8032, -3.3144], [-5.6514, 6.1867, 0.3144], [-4.0872, 4.7227, 1.5659], [-2.4327, 3.3443, -2.1253], [-3.9808, 4.8052, -3.3739], [-0.7733, 4.8756, -0.8651], [1.0681, 6.4523, -0.4562], [2.7353, 7.4114, 1.0585], [3.7379, 7.5712, 3.3038], [2.8765, 6.1540, 5.1497], [0.9938, 4.6351, 4.7733], [-1.6842, 6.1770, 3.4952], [-3.0425, 7.3799, 5.1456], [-3.9052, 6.2103, 7.1491], [-3.4468, 3.8160, 7.4763], [-2.3980, 1.7327, 6.7277], [-1.0469, 0.4919, 5.0673], [2.5195, 2.9374, 3.0230], [4.6793, 2.4401, 4.0963], [6.1794, 0.9031, 5.0975], [5.8122, -0.8235, 4.9740], [5.3536, 0.0726, 6.4208], [3.2387, -1.4393, 5.1771], [1.0734, -0.9360, 4.0614], [2.3831, 2.7492, -3.4239], [0.9590, 3.2560, -3.1659], [0.4147, 2.2350, -2.1485], [1.3674, 1.1800, -2.0625], [2.1921, 1.2520, -3.2147], [3.0688, 3.1272, -2.6607], [2.7618, 3.0106, -4.4106], [0.3819, 3.2135, -4.0899], [0.9317, 4.2789, -2.7888], [-0.5512, 1.8337, -2.4698], [0.3079, 2.6644, -1.1498], [1.6818, 0.8032, -4.0762], [3.1105, 0.7019, -3.0137]],
  "lowdin_charge": [0.5393, 0.1286, -0.1678, 0.1237, -0.2640, 0.0874, -0.0308, -0.0916, -0.2705, -0.0211, -0.0656, -0.0394, -0.1122, 0.0409, -0.0818, -0.0108, -0.0760, -0.0773, -0.0224, -0.1842, 0.1491, 0.1373, 0.1254, 0.1081, 0.1048, 0.1045, 0.0823, 0.1118, 0.1042, 0.1057, 0.1118, 0.9852, -0.5871, -0.1802, -0.1076, -0.0564, -0.1878, -0.0785, -0.1103, -0.1729, -0.1790, -0.2946, 0.0783, 0.0939, 0.1036, 0.0969, 0.0880, 0.0590, -0.0489, -0.2669, -0.0282, -0.0511, -0.3760, -0.1056, -0.0291, 0.9286, -0.4503, -0.2781, -0.0748, -0.0178, -0.1629, -0.0363, -0.0766, -0.0644, -0.0210, -0.1183, -0.1482, -0.1657, -0.1049, -0.0101, -0.0701, -0.0774, -0.0301, -0.1454, -0.0050, -0.0330, -0.2848, 0.9654, -0.5529, -0.3485, -0.0849, -0.0320, -0.2678, -0.0460, -0.0289, -0.0674, 0.0760, 0.0877, 0.0776, 0.1146, 0.1163, 0.0790, 0.1177, 0.0996, 0.1175, 0.1118, 0.1039, 0.1074, 0.1247, 0.1195, 0.1037, 0.1031, 0.1132, 0.1172, 0.1193, 0.0976, 0.1149, 0.0738, 0.0806, 0.0829, 0.1185, 0.1103, -0.1543, -0.1434, -0.2178, -0.2196, -0.1846, 0.0981, 0.1124, 0.1141, 0.0982, 0.0791, 0.0840, 0.1337, 0.1270]
}